Formula: C4H7N3S
Source: the Open Molecules 2025 dataset
Level of theory: ωB97M-V with the def2-TZVPD basis set

XYZ file:
```
15
Properties=species:S:1:pos:R:3:forces:R:3
C 0.6432 -0.2116 1.3376 -2.0 -0.5 -3.9
C -0.6240 -0.8574 -0.4644 2.0 0.9 2.8
C 0.5552 -0.7846 2.6630 0.1 -0.2 0.4
C -0.8289 0.7804 -2.2626 -0.3 -0.1 -0.4
N 1.1684 0.7403 0.7426 0.5 -0.3 0.9
N 0.7899 1.0558 -0.5040 -0.5 0.7 -0.6
N -0.1712 0.1418 -1.1458 0.6 0.0 0.6
S -1.6393 -2.0847 -0.6019 -0.4 -0.1 -0.2
H 1.4151 -0.5202 3.2787 0.0 0.0 0.1
H 0.4749 -1.8668 2.5761 0.0 0.0 0.1
H -0.3604 -0.4251 3.1315 0.0 0.0 0.1
H -0.8230 0.1172 -3.1265 0.1 0.0 0.0
H -1.8689 0.9949 -2.0091 0.0 0.0 0.0
H -0.3159 1.7106 -2.4922 0.0 0.0 0.0
H 1.5848 1.2092 -1.1231 -0.1 -0.3 0.2
```
Forces are in eV/Å.

Calculated values
Kohn-Sham gap, hartree: 0.3007
Electronic energy, eV: -19562.8094
2S+1: 1